C9H8NOP | the ωB97M-V functional and the def2-TZVPD basis

Cartesian coordinates (Å):
C: -1.7766 0.9531 0.1864
C: -0.5489 1.6680 0.2343
C: -0.6689 -1.0899 -0.2555
C: 0.5128 -0.4094 -0.2200
C: -1.8723 -0.4029 -0.1166
C: 0.6638 0.9242 0.0382
C: 3.1171 -0.6060 -0.1404
C: 3.1055 0.8420 0.0109
C: -3.1914 -1.0436 0.0354
N: 1.8605 1.4861 0.0665
O: 4.1474 1.4893 0.0891
P: 3.0234 -2.2507 -0.2782
H: -2.7181 1.5342 0.0333
H: -0.4429 2.6355 0.6706
H: -0.8697 -2.1989 -0.3375
H: -3.7790 -1.3143 -0.8106
H: -2.9313 -2.0456 0.4691
H: -3.8910 -0.4343 0.5449
H: 1.8792 2.5735 0.0663
H: 4.3803 -2.3106 -0.2861

As for the charge: 0. The value obtained for the largest force on an atom is 0.0985 hartree/bohr. As for the LUMO energy (alpha / beta): -1.049 / -0.887 eV. Its energy relative to the best compared isomer or geometry (same formula, charge and spin) is 456.8 kJ/mol. As for the HOMO energy (alpha / beta): -8.2 / -8.3 eV.

---

C9H8O | the ωB97M-V functional and the def2-TZVPD basis

Cartesian coordinates (Å):
O: -3.7769 -1.0029 -0.5439
C: -2.6794 -0.4874 -0.5098
C: -2.4400 0.7898 0.2126
C: -1.2817 1.2025 0.4925
C: 0.0697 0.4763 0.2597
C: 0.2700 -0.7919 0.6308
C: 1.4704 -1.4265 0.3661
C: 2.6199 -0.7588 -0.2556
C: 2.3247 0.6146 -0.5562
C: 1.2012 1.2080 -0.3619
H: -1.7513 -1.0797 -0.7038
H: -3.3783 1.3576 0.5483
H: -0.9326 2.3626 0.8345
H: -0.4210 -1.6394 1.1697
H: 1.4912 -2.4138 0.7848
H: 3.5249 -1.2640 -0.6547
H: 2.8494 0.8094 -1.2908
H: 0.8396 2.0435 -0.4224

As for the charge: 0. The value obtained for the largest force on an atom is 0.1993 hartree/bohr. As for the LUMO energy: -0.071 eV. Its energy relative to the best compared isomer or geometry (same formula, charge and spin) is 448.0 kJ/mol. As for the structure (SMILES): O=C/C=C\c1ccccc1. As for the HOMO energy: -9.0 eV.

---

Question: Among the records above, which one has the lowest largest force on an atom?
Answer: C9H8NOP

---

Question: Among the records above, which one has the lowest energy relative to the best compared isomer or geometry (same formula, charge and spin)?
Answer: C9H8O

---

Question: energy relative to the best compared isomer or geometry (same formula, charge and spin) of number 2 (C9H8O)?
Answer: 448.0 kJ/mol